a | The following is a DFT calculation (the ωB97M-V functional and the def2-TZVPD basis) of a single C20H25NO5 molecule.

XYZ file:
```
51
C20H25NO5 the ωB97M-V functional and the def2-TZVPD basis
O 5.2120 1.2000 -0.2935
O -4.4209 0.8922 0.0043
O 1.7855 1.7475 0.5939
O 1.3610 3.2748 -1.0049
O 2.8551 -3.1592 -0.6911
N 3.3219 0.0201 -0.6644
C -5.8148 -3.2358 0.0953
C -2.6874 2.1176 -0.9532
C -4.9352 -0.0190 0.9607
C -0.4308 1.9769 -0.1339
C 3.9607 -1.0818 -1.3580
C -6.4233 -0.1964 0.6713
C 0.9708 2.4204 -0.2478
C -3.1083 1.1998 0.0179
C -0.8481 1.0644 0.8303
C 4.0155 1.0589 -0.1657
C 3.6604 2.1874 2.0347
C -1.3710 2.5017 -1.0245
C 3.1698 2.0918 0.5940
C 4.1804 -4.0312 0.8670
C -2.1717 0.6791 0.9113
C -6.6934 -0.9434 -0.6413
C -6.9846 -2.4346 -0.4635
C 3.9171 -2.3335 -0.5459
C 3.0268 -4.1814 0.1637
C 4.7606 -2.8236 0.4071
H 3.2933 3.0551 0.0808
H 3.4640 1.2521 2.5540
H -7.2570 -2.8461 -1.4381
H -6.0554 -4.2968 0.0971
H -7.5576 -0.4928 -1.1324
H -4.9257 -3.0905 -0.5149
H -7.8485 -2.5536 0.1949
H -6.8621 0.8011 0.6221
H 4.7302 2.3740 2.0277
H -4.4067 -0.9759 0.8859
H 2.3389 -0.0594 -0.4514
H 5.6783 -2.3792 0.7323
H 3.1530 2.9953 2.5553
H -2.4670 -0.0234 1.6746
H 2.2722 -4.9427 0.1750
H -6.8839 -0.7251 1.5068
H -3.4247 2.5116 -1.6345
H -0.1307 0.6610 1.5282
H -1.0384 3.2116 -1.7661
H 4.9970 -0.7792 -1.5256
H -4.7951 0.3870 1.9723
H 4.5715 -4.6910 1.6137
H -5.8386 -0.8115 -1.3064
H -5.5916 -2.9418 1.1181
H 3.4571 -1.2462 -2.3155
```

Its SMILES is CCCCCOc1ccc(C(=O)O[C@@H](C)C(=O)NCc2ccco2)cc1. The value obtained for the frontier orbital gap is 9.3 eV. The HOMO energy is -8.70 eV.

---

b | The following is a DFT calculation (the ωB97M-V functional and the def2-TZVPD basis) of a single C20H25NO5 molecule.

XYZ file:
```
51
C20H25NO5 the ωB97M-V functional and the def2-TZVPD basis
O -3.8442 0.4874 -2.2000
O 0.3460 0.2781 -3.5733
O 3.6057 0.7941 0.2197
O 2.6663 -0.8050 2.2503
O 0.2602 -2.3369 1.7463
N -1.3771 -0.9145 -2.7431
C -3.1796 0.5737 -0.9984
C 0.1404 -1.3994 -0.3480
C 1.7623 0.1349 -1.2035
C -1.9906 0.6305 1.5382
C 0.8482 -1.5001 0.8502
C 4.1035 1.6153 -0.8105
C -3.6789 -0.2161 0.0335
C 4.0694 -0.9889 2.2586
C -0.3304 2.3435 0.7504
C -2.3002 -0.5449 -3.7882
C -3.1305 0.6938 -3.3996
C -3.0856 -0.1812 1.2798
C -1.4979 1.4371 0.5100
C -0.1412 -0.3628 -2.6589
C 0.5833 -0.5852 -1.3734
C 0.8853 -2.6969 2.9585
C -2.0945 1.4033 -0.7414
C 2.0235 -0.7577 1.0328
C 2.4738 0.0678 -0.0195
C -1.3548 0.6441 2.8938
H -1.4349 1.6322 3.3472
H 2.0787 0.7609 -2.0211
H -0.7491 -2.0042 -0.4141
H -1.6886 2.0346 -1.5177
H 0.5288 1.7720 1.0982
H 4.3808 -1.7050 1.4935
H 4.3057 -1.3861 3.2462
H 0.1957 -3.3971 3.4304
H 4.5996 -0.0474 2.1066
H -2.4773 1.5690 -3.3420
H -0.0525 2.8661 -0.1612
H -4.5323 -0.8470 -0.1615
H 5.0054 2.0733 -0.4067
H -3.4821 -0.8041 2.0685
H -3.8916 0.8740 -4.1627
H 1.0364 -1.8353 3.6108
H -1.7187 -0.3180 -4.6841
H -1.8353 -0.0780 3.5487
H -0.5718 3.0812 1.5153
H -1.7871 -1.3001 -1.9081
H 3.3887 2.3980 -1.0797
H 4.3582 1.0328 -1.7006
H -2.9658 -1.3897 -3.9791
H 1.8427 -3.1950 2.7877
H -0.2961 0.3991 2.8215
```

Its SMILES is COc1cc(C(=O)NCCOc2ccc(C)c(C)c2)cc(OC)c1OC. The value obtained for the frontier orbital gap is 8.8 eV. The HOMO energy is -8.03 eV.

---

Bottom line: a, by a margin of 0.0394 hartree.

---

a | The following is a DFT calculation (the ωB97M-V functional and the def2-TZVPD basis) of a single C5H5ClN2O2 molecule.

XYZ file:
```
15
C5H5ClN2O2 the ωB97M-V functional and the def2-TZVPD basis
Cl 0.3004 -2.7829 -1.0272
O 0.9742 -2.1796 1.6822
O -0.1493 -0.2724 1.9189
N 0.2234 -1.4053 1.1214
N 0.7777 1.3851 0.4078
C -1.0937 -0.2260 -0.5805
C -0.2728 0.5675 -1.5155
C -0.2059 -1.3707 -0.1081
C 0.7307 1.2329 -0.9947
C 0.4407 0.9117 1.5122
H 0.7702 1.4248 2.4403
H 1.3514 2.0066 -1.4172
H -0.4240 0.7179 -2.6037
H -2.0809 -0.4560 -1.1022
H -1.3422 0.4464 0.2662
```

Its SMILES is [O-]/[N+]1=C(\Cl)C/C=C\N=C/O1. The value obtained for the frontier orbital gap is 9.4 eV. The HOMO energy is -9.09 eV.

---

b | The following is a DFT calculation (the ωB97M-V functional and the def2-TZVPD basis) of a single C5H5ClN2O2 molecule.

XYZ file:
```
15
C5H5ClN2O2 the ωB97M-V functional and the def2-TZVPD basis
Cl -1.8083 -1.6579 0.2227
O -1.3158 2.0067 -0.3844
O -3.0295 0.8630 0.3560
N -1.8800 0.9600 -0.0557
N 1.2070 -0.7036 -1.1836
C -1.0304 -0.1548 -0.1789
C 1.7851 -0.7983 -0.1140
C 1.4726 -0.2158 1.1831
C 0.3020 0.3115 1.4556
C -0.0743 -0.1573 -1.3532
H -0.0281 0.9956 -1.6889
H 2.4798 -0.1640 1.7891
H 2.6881 -1.3598 -0.0542
H -0.2618 0.8082 2.2842
H -0.5066 -0.7335 -2.2777
```

The value obtained for the frontier orbital gap is 8.7 eV. The HOMO energy is -9.73 eV.

---

Bottom line: a, by a margin of 0.0429 hartree.

---

a | The following is a DFT calculation (the ωB97M-V functional and the def2-TZVPD basis) of 11 unconnected molecules or ions with the total composition C33H77N11O11.

XYZ file:
```
132
C33H77N11O11 the ωB97M-V functional and the def2-TZVPD basis
O -7.9416 -1.3241 1.4314
O -2.2239 1.8834 -4.9247
O -1.3235 -2.0405 -2.2273
O -2.8199 4.5148 4.3730
O -1.3992 -3.7989 3.5539
O -1.6749 0.0049 0.8945
O 4.5126 1.6905 -5.7139
O 4.7587 3.3096 2.1157
O -1.0215 3.6385 -1.1001
O -7.2564 0.4393 5.1546
O 2.6403 -3.8608 -0.4450
N -1.3817 -3.8010 -3.6211
N -3.2537 3.6516 -0.7809
N -5.1883 0.9459 4.3880
N 5.3209 0.2710 -4.0766
N 3.0405 -4.5774 -2.6781
N 0.6876 0.2652 0.4460
N -0.0486 1.5850 -4.3522
N -6.0338 -1.4449 0.0975
N 0.2222 -2.3898 4.3452
N 6.4782 1.9965 1.1502
N -0.6800 3.9757 4.9293
C 4.7355 1.4495 -4.4779
C -4.3625 0.3264 5.4777
C -0.7163 2.4737 4.7784
C -1.0700 -4.7900 -2.6311
C 0.8372 1.7242 0.6131
C 1.8678 -0.4707 -0.0221
C -0.9198 -3.1409 4.4675
C 1.0309 -2.1854 3.1224
C -1.4959 -2.5426 -3.3139
C -6.5235 0.9915 4.3875
C 0.5019 4.5772 5.5705
C 0.6193 -1.5191 5.4773
C 2.8875 -3.6732 -1.6686
C 5.8536 0.6742 1.0922
C -1.9871 -4.4626 -4.8045
C -7.3737 -1.6599 0.3842
C -1.6837 4.8321 4.5839
C -1.3369 1.3137 -4.2437
C -2.0546 3.0182 -0.8679
C -5.3945 -1.7497 -1.1627
C 3.0959 -6.0707 -2.3925
C -0.5116 -0.3789 0.6305
C -4.5499 2.9174 -0.7467
C 5.5001 -0.9083 -4.9312
C 5.9032 3.1670 1.5977
C 0.4384 2.5795 -5.3463
C 7.8924 1.9923 0.6262
C -5.0785 -1.2301 1.2091
C 0.8476 1.0284 -3.2454
C 5.4895 0.0054 -2.6490
C 3.4439 -4.2487 -4.0361
C -4.3212 1.5446 3.4151
C -3.4695 5.1419 -0.6624
H 4.5655 -0.4278 -2.2660
H 1.2412 1.7569 -2.5365
H -5.7099 -1.2070 2.0973
H 0.1477 5.3751 6.2232
H -0.2609 1.8397 5.5391
H 0.5335 -0.4674 5.2041
H 4.3296 -4.8599 -4.2090
H 1.1409 5.0454 4.8218
H 1.6763 -1.4655 5.7380
H -4.7788 -0.6706 5.6215
H 3.0763 -2.6503 -2.0295
H -4.2812 5.5423 -1.2698
H 5.1944 -0.8704 -5.9768
H -0.5366 -5.6745 -2.9794
H 8.4074 1.0348 0.7039
H -5.2637 3.1753 -1.5291
H 1.9613 -2.7383 3.2513
H -0.3122 -1.4004 0.2715
H 0.0145 2.2974 3.9891
H -1.2937 -5.0391 -5.4167
H -1.3306 5.8717 4.6667
H 7.8723 2.3477 -0.4041
H -3.6660 0.7855 2.9877
H 0.1024 2.2401 1.2311
H 3.9285 -3.2762 -4.1223
H 2.5967 -0.2393 0.7546
H -6.1068 -1.5099 -1.9522
H 0.5676 3.3763 -4.6138
H -1.2785 -3.0635 5.5056
H 5.5569 0.8676 -1.9855
H 6.6259 -0.0916 1.1646
H 1.2353 -1.1338 2.9215
H -4.4316 -1.3046 -1.4133
H -0.5669 -4.3705 -1.7599
H -1.6026 0.5780 -3.4688
H 8.3968 2.6885 1.2963
H -3.7323 5.3786 0.3686
H 6.5296 -1.2660 -4.9489
H 0.0229 -1.7324 6.3644
H 5.1794 0.4415 1.9164
H -4.9308 2.0342 2.6557
H -4.3341 1.8582 -0.8866
H 0.3109 0.3437 -2.5887
H -4.3688 -0.4153 1.0656
H -6.9712 1.6830 3.6570
H -1.6913 -1.9792 -4.2395
H -1.7738 2.3744 4.5337
H 2.7586 -6.3139 -1.3849
H 2.6270 -6.7231 -3.1291
H -3.2854 0.2916 5.3139
H 6.5191 4.0548 1.3865
H 1.6970 0.4624 -3.6280
H 4.9467 -1.6918 -4.4137
H 6.2767 -0.6886 -2.3546
H -4.9046 3.0037 0.2804
H -2.8496 -5.0338 -4.4610
H -2.0554 1.9197 -0.7948
H 1.8669 1.9941 0.8476
H -5.0949 -2.7954 -1.2316
H 4.1188 -6.4471 -2.3809
H 0.5932 -2.5507 2.1934
H -4.6491 0.8168 6.4080
H 5.2685 0.5600 0.1797
H 1.0386 3.8662 6.1985
H 1.6735 -1.5133 -0.2737
H 1.4538 2.3596 -5.6762
H -2.5968 5.7513 -0.8972
H 2.6498 -4.2693 -4.7825
H -8.0229 -1.9881 -0.4422
H 0.5364 2.1091 -0.3614
H -2.2755 -3.8208 -5.6370
H 2.1646 -0.0754 -0.9935
H -4.4747 -2.1373 1.1862
H 4.3729 1.9985 -3.5951
H -2.0084 -5.2555 -2.3297
H -0.0899 2.9954 -6.2042
H -3.7559 2.3778 3.8325
```

Its SMILES is CN(C)C=O.CN(C)C=O.CN(C)C=O.CN(C)C=O.CN(C)C=O.CN(C)C=O.CN(C)C=O.CN(C)C=O.CN(C)C=O.CN(C)C=O.CN(C)C=O. The value obtained for the frontier orbital gap is 8.3 eV. The HOMO energy is -8.40 eV.

---

b | The following is a DFT calculation (the ωB97M-V functional and the def2-TZVPD basis) of 11 unconnected molecules or ions with the total composition C33H77N11O11.

XYZ file:
```
132
C33H77N11O11 the ωB97M-V functional and the def2-TZVPD basis
O -0.1671 2.1405 -0.0587
O -3.8874 -3.3667 0.2805
O -0.2617 -5.8363 3.3359
O 3.6242 3.0259 -6.6264
O -1.6110 -3.3306 -4.9927
O 1.6503 5.0289 -3.5350
O 2.6955 3.2626 3.4510
O -4.9513 4.0184 3.5470
O 1.1300 -2.2301 1.5804
O 2.0615 -1.6773 3.9960
O 0.9381 -0.8712 -7.5686
N 4.5498 3.4370 -4.5902
N 0.5810 -4.1580 0.5105
N 0.3110 -0.0384 -0.3902
N -5.6637 -2.0945 0.8671
N 2.4481 0.2844 -6.3271
N -5.6377 3.1755 5.5015
N -2.6578 -3.2002 -2.9960
N 0.4387 3.2783 3.6699
N 0.1418 3.9798 -2.1943
N -0.1978 -3.5879 3.5666
N 2.6013 -0.2876 2.3180
C 3.7094 0.0154 4.4624
C -5.6651 2.1965 6.5808
C 1.9081 -0.1273 -7.4982
C 1.2312 -3.4480 1.4544
C -3.5360 -1.7330 1.9561
C 0.1313 -4.8488 3.9519
C 2.5776 0.3321 -8.7672
C -0.3400 -3.6101 -0.4846
C -2.1618 -3.8676 -4.0489
C 1.8092 2.4276 5.4832
C -6.6156 -2.6821 -0.0324
C 0.1285 3.9856 2.4458
C -1.1119 -3.3128 2.4852
C 2.0656 -4.3071 2.3874
C 1.3870 4.4161 -2.5080
C -1.0255 4.1401 -3.0178
C 0.9135 0.1055 -1.6978
C 4.8567 2.0767 -4.2455
C -2.6209 -1.7655 -2.7790
C -4.3917 -2.5015 0.9828
C 2.0243 -0.1741 -5.0353
C 3.4776 0.6197 1.5901
C 3.9826 5.2858 -6.0708
C 2.4665 4.1476 -1.4917
C 4.0358 3.8050 -5.7782
C 1.6814 3.0389 4.1072
C -4.3992 1.7340 3.9172
C -0.6402 0.6970 1.7545
C 2.7070 -0.7106 3.6012
C -5.0084 3.0659 4.3037
C 1.0077 -4.9674 5.1651
C -2.2504 -5.3768 -3.9325
C -0.1194 0.9854 0.3563
H -2.2578 -5.6883 -2.8836
H 0.3059 -4.8576 5.9957
H -1.2335 -3.3010 0.0660
H 2.9328 -0.5114 -9.3618
H -3.1785 -2.4021 2.7422
H 1.9543 -3.9717 3.4175
H -1.5364 1.2839 1.9513
H 4.1465 1.6239 -3.5480
H -2.7100 -1.5265 -1.7197
H 3.4469 0.0183 5.5153
H 2.8514 2.4209 5.7844
H -3.4251 -1.2882 -3.3404
H -0.7929 3.5371 2.0699
H 0.4776 0.9481 -2.2301
H 0.8367 -0.7989 -2.3021
H 3.6155 1.0657 4.1701
H 0.4521 -2.8771 3.8779
H 4.9806 5.6897 -6.2661
H 1.8271 -4.2559 5.2585
H -6.2994 -2.7055 -1.0737
H 3.4361 0.9979 -8.6428
H -4.6949 2.0771 7.0647
H 1.1431 -0.8130 -5.0291
H -6.3557 2.5068 7.3631
H 2.1597 3.4499 -0.7083
H 1.6251 0.6926 -4.4877
H -0.8174 4.4866 -4.0279
H -0.3031 2.9757 4.2772
H 3.2211 0.6330 0.5325
H -1.3413 -4.2269 1.9374
H 1.9792 -0.8947 1.7928
H 3.3263 3.8039 -2.0551
H 3.1240 -4.2183 2.1330
H 1.8227 -5.3657 2.3218
H -1.5696 3.2026 -3.1484
H -6.0495 1.2407 6.2242
H 1.2712 2.9835 6.2560
H -0.8346 -0.3693 1.8670
H 3.5209 5.8232 -5.2429
H 1.9960 0.2543 -1.5975
H -6.0875 4.0440 5.7320
H 2.8618 -0.5957 -4.4809
H 0.0385 1.0058 2.5520
H 3.3467 0.7102 -6.4845
H -2.6292 -1.3965 1.4612
H 4.9321 4.1503 -3.9957
H 5.8833 1.9896 -3.8915
H -1.6585 -1.3422 -3.0700
H -4.7422 1.5601 2.9002
H -6.8491 -3.7190 0.2364
H 4.5121 0.3113 1.7301
H 0.7152 -5.1509 0.4698
H -1.4539 -5.9092 -4.4389
H 0.0577 3.4800 -1.3125
H -4.8034 0.9923 4.6043
H 1.4658 -5.9533 5.1763
H 2.6294 5.0746 -0.9386
H 4.7723 1.3995 -5.0921
H 1.8948 0.8502 -9.4403
H -3.1837 -3.6498 -2.2613
H -0.7059 -2.5591 1.8134
H -3.3143 1.7541 3.9740
H -3.2323 -5.6884 -4.2986
H 0.8905 3.8384 1.6927
H 0.5247 -0.9216 0.0597
H 1.4501 1.3984 5.5507
H -1.6818 4.8834 -2.5571
H -2.0997 -3.0279 2.8617
H -0.1632 5.0216 2.6269
H 3.2823 1.6417 1.9223
H 4.7354 -0.2923 4.2731
H 0.1013 -2.7420 -0.9676
H -5.9540 -1.3166 1.4292
H -0.6715 -4.3569 -1.1974
H -7.6142 -2.2502 0.0305
H 3.4560 5.4696 -7.0022
H -4.1085 -0.9414 2.4361
```

Its SMILES is CNC(C)=O.CNC(C)=O.CNC(C)=O.CNC(C)=O.CNC(C)=O.CNC(C)=O.CNC(C)=O.CNC(C)=O.CNC(C)=O.CNC(C)=O.CNC(C)=O. The value obtained for the frontier orbital gap is 8.6 eV. The HOMO energy is -8.65 eV.

---

Bottom line: b, by a margin of 0.3106 hartree.